#i
ORCA calculation (ωB97M-V with the def2-TZVPD basis set) on 12 unconnected molecules or ions with the total composition C24H72N6O12.

Calculated values
- Multiplicity: 1
- HOMO energy: -8.7826 eV
- Kohn-Sham gap: 8.4 eV
- Structure (SMILES): NC(N)=O.NC(N)=O.NC(N)=O.CC(C)O.CC(C)O.CC(C)O.CC(C)O.CC(C)O.CC(C)O.CO.CO.CO
- LUMO level: -0.363 eV

Atoms and positions in Å:
N 2.074 -17.874 -15.947
C 0.899 -17.337 -16.094
N 0.220 -17.313 -15.008
O 0.450 -16.857 -17.302
H 2.789 -17.820 -16.735
H 2.435 -18.196 -15.030
H -0.757 -17.011 -15.011
H 0.507 -17.773 -14.138
N -6.257 -13.131 -18.765
C -5.607 -13.828 -17.916
N -4.562 -13.210 -17.405
O -6.051 -15.079 -17.516
H -7.075 -13.532 -19.202
H -5.770 -12.308 -19.151
H -3.849 -13.866 -16.933
H -4.100 -12.337 -17.841
N -1.166 -18.917 -20.133
C -0.587 -17.929 -20.763
N -0.193 -16.968 -19.971
O -0.313 -17.933 -22.148
H -1.350 -19.750 -20.722
H -1.227 -18.984 -19.074
H 0.217 -16.090 -20.436
H -0.141 -16.983 -18.927
C -1.394 -12.708 -14.278
C 0.019 -12.814 -14.813
C 0.060 -13.913 -15.927
O 0.428 -11.782 -15.435
H -1.711 -13.635 -13.733
H -2.121 -12.580 -15.050
H -1.383 -11.968 -13.559
H 0.703 -12.999 -13.959
H 1.060 -14.092 -16.402
H -0.711 -13.653 -16.732
H -0.322 -14.863 -15.629
H 0.641 -10.965 -14.864
C -3.800 -14.924 -11.721
C -3.187 -13.695 -11.119
C -3.613 -12.362 -11.738
O -3.236 -13.634 -9.921
H -3.411 -15.788 -11.215
H -3.514 -14.812 -12.715
H -4.877 -15.012 -11.652
H -2.059 -13.761 -11.383
H -4.651 -12.219 -11.463
H -3.646 -12.433 -12.813
H -2.918 -11.545 -11.508
H -2.442 -14.073 -9.658
C -5.087 -16.781 -22.600
C -3.840 -17.231 -21.854
C -3.739 -16.303 -20.614
O -3.699 -18.400 -21.444
H -4.925 -15.797 -22.907
H -5.947 -16.718 -21.970
H -5.333 -17.413 -23.491
H -2.988 -17.041 -22.545
H -3.559 -15.253 -20.924
H -2.933 -16.630 -19.938
H -4.576 -16.298 -19.973
H -2.870 -18.527 -20.940
C -4.981 -18.745 -18.353
C -5.934 -19.478 -19.299
C -7.280 -19.682 -18.622
O -6.131 -18.878 -20.371
H -4.657 -19.280 -17.532
H -5.384 -17.836 -17.937
H -4.028 -18.517 -18.925
H -5.595 -20.488 -19.564
H -7.020 -19.927 -17.599
H -7.885 -20.485 -19.086
H -7.887 -18.800 -18.657
H -5.350 -18.803 -20.926
C -4.227 -18.256 -14.893
C -3.308 -17.704 -13.833
C -2.444 -18.857 -13.272
O -2.480 -16.885 -14.286
H -3.584 -18.448 -15.765
H -4.974 -17.528 -15.122
H -4.693 -19.221 -14.631
H -3.890 -17.329 -13.020
H -1.958 -18.528 -12.358
H -1.653 -19.070 -14.010
H -3.009 -19.753 -13.066
H -2.163 -16.395 -13.517
C -1.879 -21.156 -17.822
C -1.587 -20.258 -16.646
C -0.273 -20.687 -15.867
O -1.524 -19.057 -16.993
H -2.087 -22.145 -17.508
H -1.039 -21.099 -18.531
H -2.769 -20.779 -18.355
H -2.462 -20.437 -16.031
H -0.291 -21.795 -15.680
H -0.041 -20.186 -14.936
H 0.560 -20.530 -16.607
H -1.161 -18.507 -16.289
C -2.859 -15.793 -17.408
O -3.120 -15.035 -16.241
H -3.256 -15.229 -18.243
H -3.402 -16.748 -17.263
H -1.862 -16.152 -17.734
H -2.808 -15.524 -15.482
C -1.418 -13.728 -19.504
O -0.407 -12.820 -19.738
H -2.166 -13.333 -18.809
H -0.968 -14.683 -19.076
H -1.809 -14.043 -20.497
H 0.212 -13.342 -20.237
C -5.562 -13.765 -14.265
O -5.345 -15.124 -14.497
H -5.781 -13.503 -13.240
H -6.389 -13.567 -14.928
H -4.707 -13.260 -14.628
H -5.276 -15.252 -15.457

Atomic partial charges in e from the Löwdin method, atoms 1 to 2: number 1, N, carries 0.17; number 2, C, carries -0.63

#ii
ORCA calculation (ωB97M-V with the def2-TZVPD basis set) on 12 unconnected molecules or ions with the total composition C24H72N6O12.

Calculated values
- Multiplicity: 1
- HOMO energy: -9.5088 eV
- Kohn-Sham gap: 9.9 eV
- Structure (SMILES): NC(N)=O.NC(N)=O.NC(N)=O.CC(C)O.CC(C)O.CC(C)O.CC(C)O.CC(C)O.CC(C)O.CO.CO.CO
- LUMO level: 0.394 eV

Atoms and positions in Å:
N -1.254 -1.344 -0.817
C -0.571 -0.741 0.145
N 0.577 -0.187 -0.237
O -0.921 -0.826 1.300
H -2.151 -1.772 -0.637
H -0.820 -1.334 -1.729
H 0.850 -0.132 -1.208
H 1.041 0.341 0.488
N 1.726 3.089 3.126
C 1.212 2.148 2.397
N 0.138 1.701 2.970
O 1.809 1.587 1.528
H 2.653 3.419 2.898
H 1.309 3.395 3.994
H -0.270 0.839 2.637
H -0.222 2.186 3.779
N 4.561 2.114 0.783
C 4.904 3.207 1.271
N 6.174 3.366 1.103
O 4.218 3.998 1.896
H 5.205 1.541 0.256
H 3.574 1.909 0.840
H 6.712 4.209 1.237
H 6.642 2.560 0.713
C 1.680 -1.839 3.617
C 2.929 -1.534 2.769
C 4.035 -0.812 3.561
O 3.445 -2.734 2.239
H 1.203 -0.926 3.974
H 1.904 -2.462 4.483
H 0.958 -2.318 2.956
H 2.553 -0.980 1.908
H 4.444 -1.328 4.430
H 3.672 0.121 3.993
H 4.949 -0.633 2.994
H 3.838 -3.140 3.015
C 2.034 2.433 -2.562
C 3.057 3.531 -2.846
C 3.778 3.369 -4.191
O 2.369 4.758 -2.890
H 2.329 1.383 -2.560
H 1.260 2.487 -3.328
H 1.550 2.634 -1.607
H 3.712 3.428 -1.981
H 3.046 3.467 -4.992
H 4.162 2.352 -4.276
H 4.612 4.036 -4.412
H 1.935 4.783 -3.746
C -3.896 -0.503 5.523
C -2.683 -0.211 4.594
C -1.393 -0.188 5.368
O -2.367 -1.265 3.643
H -3.632 -1.395 6.090
H -4.814 -0.663 4.958
H -4.103 0.341 6.181
H -2.923 0.751 4.142
H -1.429 0.412 6.277
H -0.553 0.184 4.781
H -1.102 -1.177 5.720
H -1.877 -0.938 2.885
C 1.192 -0.750 -5.685
C 0.433 -1.341 -4.522
C 0.544 -2.853 -4.303
O 0.801 -0.776 -3.252
H 1.059 0.330 -5.752
H 1.001 -1.216 -6.652
H 2.274 -0.857 -5.617
H -0.620 -1.152 -4.732
H 0.170 -3.120 -3.314
H 1.581 -3.161 -4.434
H 0.077 -3.434 -5.098
H 1.713 -1.014 -3.068
C -6.800 1.806 -1.434
C -5.646 1.563 -0.404
C -5.078 0.094 -0.350
O -4.680 2.437 -1.008
H -6.453 1.824 -2.468
H -7.344 2.706 -1.149
H -7.590 1.058 -1.502
H -6.079 1.936 0.524
H -5.908 -0.599 -0.492
H -4.454 -0.181 0.500
H -4.438 0.029 -1.230
H -4.142 2.700 -0.258
C 1.817 -5.078 -1.760
C 1.615 -4.000 -0.721
C 1.064 -4.558 0.599
O 2.913 -3.440 -0.536
H 2.209 -6.027 -1.395
H 2.403 -4.814 -2.641
H 0.817 -5.372 -2.081
H 0.993 -3.222 -1.163
H 0.805 -3.745 1.277
H 1.788 -5.128 1.181
H 0.143 -5.105 0.399
H 3.009 -3.077 0.348
C -1.895 1.200 -3.078
O -0.953 1.370 -4.076
H -1.681 1.655 -2.110
H -2.850 1.511 -3.503
H -1.992 0.133 -2.882
H -0.150 0.930 -3.788
C -4.413 -3.301 0.234
O -3.979 -2.618 -0.931
H -4.386 -2.508 0.981
H -5.390 -3.759 0.077
H -3.745 -4.098 0.563
H -4.748 -2.541 -1.501
C -1.815 2.912 0.747
O -2.436 3.802 -0.130
H -1.158 2.251 0.182
H -1.139 3.504 1.363
H -2.477 2.282 1.341
H -1.760 4.113 -0.737

Atomic partial charges in e from the Löwdin method, atoms 1 to 2: number 1, N, carries 0.20; number 2, C, carries -0.71

So which one wins? Going from most stable to least: #ii, #i.

#i
ORCA calculation (ωB97M-V with the def2-TZVPD basis set) on 2 unconnected molecules or ions with the total composition C4H3O2S.

Calculated values
- Multiplicity: 1
- Charge: -1
- HOMO energy: -3.1372 eV
- Kohn-Sham gap: 6.9 eV
- LUMO level: 3.807 eV

Atoms and positions in Å:
C 0.037 1.459 -0.045
C -2.646 0.459 0.171
C 0.433 0.090 0.398
C -0.540 0.414 -0.736
O -3.287 1.028 -0.604
O -2.408 -0.085 1.161
S 0.332 3.060 0.277
H 1.357 -0.373 0.266
H 0.027 -0.351 1.503
H -0.784 0.084 -1.832

Atomic partial charges in e from the Löwdin method, atoms 1 to 2: number 1, C, carries -0.93; number 2, C, carries -0.57

#ii
ORCA calculation (ωB97M-V with the def2-TZVPD basis set) on 2 unconnected molecules or ions with the total composition C4H3O2S.

Calculated values
- Multiplicity: 1
- Charge: -1
- HOMO energy (alpha / beta): -0.8613 / -1.5934 eV
- Kohn-Sham gap (alpha / beta): 3.8 / 4.5 eV
- LUMO level (alpha / beta): 2.941 / 2.956 eV

Atoms and positions in Å:
C -1.749 -0.093 0.416
C -0.383 -0.685 0.540
C 0.023 -1.529 -0.403
C 1.728 1.245 -0.207
O 1.276 1.537 -1.252
O 0.257 -2.278 -1.315
S 2.627 1.547 1.053
H -1.630 0.933 0.388
H -2.502 -0.428 -0.396
H 0.352 -0.249 1.177

Atomic partial charges in e from the Löwdin method, atoms 1 to 2: number 1, C, carries -0.18; number 2, C, carries -0.32

So which one wins? Going from most stable to least: #i, #ii.

#i
ORCA calculation (ωB97M-V with the def2-TZVPD basis set) on 2 unconnected molecules or ions with the total composition C2H7OPS.

Calculated values
- Multiplicity: 1
- HOMO energy: -9.0668 eV
- Kohn-Sham gap: 9.6 eV
- Structure (SMILES): C=C.OSP
- LUMO level: 0.575 eV

Atoms and positions in Å:
C -2.311 0.618 -0.419
C -1.979 -0.183 0.613
H -3.266 0.881 -0.810
H -1.588 1.252 -0.941
H -2.654 -0.713 1.313
H -1.030 -0.467 0.988
O 1.582 1.628 -0.021
S 2.769 0.563 0.437
P 1.856 -1.251 -0.132
H 1.398 1.420 -0.907
H 2.915 -1.697 -1.001
H 2.308 -2.052 0.881

Atomic partial charges in e from the Löwdin method, atoms 1 to 2: number 1, C, carries -0.06; number 2, C, carries -0.07

#ii
ORCA calculation (ωB97M-V with the def2-TZVPD basis set) on 2 unconnected molecules or ions with the total composition C2H7OPS.

Calculated values
- Multiplicity: 1
- HOMO energy: -7.6835 eV
- Kohn-Sham gap: 8.6 eV
- LUMO level: 0.870 eV

Atoms and positions in Å:
C -0.765 -0.894 -0.527
C 1.297 -0.828 0.270
O -1.474 0.211 -0.140
P -0.744 1.739 -0.209
S 1.169 -0.503 1.944
H -1.362 -1.861 -0.078
H -0.480 -0.979 -1.503
H 1.663 0.022 -0.383
H 1.458 -1.787 -0.245
H -0.992 1.973 -1.593
H -1.747 2.376 0.529
H 1.978 0.532 1.935

Atomic partial charges in e from the Löwdin method, atoms 1 to 2: number 1, C, carries -0.22; number 2, C, carries -0.58

So which one wins? Going from most stable to least: #i, #ii.

#i
ORCA calculation (ωB97M-V with the def2-TZVPD basis set) on 3 unconnected molecules or ions with the total composition H6O3.

Calculated values
- Multiplicity: 2
- Charge: +1
- HOMO energy (alpha / beta): -16.8187 / -16.5914 eV
- Kohn-Sham gap (alpha / beta): 13.1 / 4.9 eV
- ⟨S²⟩: 0.7567
- LUMO level (alpha / beta): -3.709 / -11.673 eV

Atoms and positions in Å:
O 0.303 -0.709 -2.075
H 0.737 -0.098 -2.671
H 0.981 -1.345 -1.847
O -1.018 0.079 0.118
H -0.412 -0.167 -0.581
H -1.810 -0.427 -0.062
O 0.623 0.565 2.350
H 0.733 1.301 2.951
H -0.138 0.800 1.818

Atomic partial charges in e from the Löwdin method, atoms 1 to 2: number 1, O, carries -0.01; number 2, H, carries 0.08

#ii
ORCA calculation (ωB97M-V with the def2-TZVPD basis set) on 3 unconnected molecules or ions with the total composition H6O3.

Calculated values
- Multiplicity: 2
- Charge: +1
- HOMO energy (alpha / beta): -16.8900 / -16.5457 eV
- Kohn-Sham gap (alpha / beta): 13.0 / 4.8 eV
- ⟨S²⟩: 0.7560
- LUMO level (alpha / beta): -3.903 / -11.699 eV

Atoms and positions in Å:
O 1.658 1.193 0.796
H 2.295 1.376 0.105
H 0.896 0.842 0.334
O 0.165 0.243 -1.200
H -0.314 0.235 -2.028
H -0.161 -0.522 -0.726
O -1.207 -1.132 0.664
H -2.078 -1.504 0.524
H -1.254 -0.731 1.532

Atomic partial charges in e from the Löwdin method, atoms 1 to 2: number 1, O, carries 0.41; number 2, H, carries 0.14

So which one wins? Going from most stable to least: #i, #ii.